i | {"formula": "C8H17N2P", "method": "ωB97M-V with the def2-TZVPD basis set", "lumo_ev": 0.97, "smiles": "CN1PN(C)[C@H]2CCCC[C@H]21", "total_charge": 0, "molar_mass_g_mol": 172.2, "homo_lumo_gap_ev": 8.8, "elements": ["H", "H", "H", "H", "H", "H", "P", "H", "H", "H", "C", "C", "H", "H", "C", "H", "H", "C", "H", "C", "N", "H", "H", "H", "C", "C", "C", "N"], "coordinates": [[0.91612, 2.80765, 1.37959], [-0.27587, -2.63951, -0.27624], [-2.19653, -1.40235, 0.71891], [2.05266, 3.10407, 0.06022], [3.37747, -1.52152, 0.51584], [0.32951, 3.62189, -0.19760], [2.05814, 0.62177, -0.64456], [2.08188, -2.54196, 1.07057], [1.58108, 0.26690, -1.89063], [-0.00750, -1.49384, -1.45951], [-2.02436, -1.30375, -0.33127], [0.12508, -0.76707, 0.54892], [-1.76655, 2.10875, 0.21289], [-2.13672, 0.59415, 1.34135], [-0.57856, -1.63883, -0.52851], [-0.02916, 1.14020, 1.62405], [-3.22712, 0.45357, -1.13325], [2.43469, -1.87333, 0.30579], [-1.63524, 0.38770, -1.71221], [-2.21127, 0.11319, -0.79290], [0.67405, 1.53187, -0.20806], [-2.67153, -1.87319, -1.04632], [-0.02245, -1.19832, 1.60403], [2.56496, -2.43029, -0.64791], [-0.24475, 0.75246, 0.61324], [-1.69083, 1.04468, 0.35393], [0.97473, 2.83290, 0.28305], [1.54807, -0.69779, 0.23656]]}

---

ii | {"formula": "C8H17N2P", "method": "ωB97M-V with the def2-TZVPD basis set", "lumo_ev": 0.81, "smiles": "CC[C@](C#N)(CP)NC(C)C", "total_charge": 0, "molar_mass_g_mol": 172.2, "homo_lumo_gap_ev": 9.7, "elements": ["H", "H", "C", "C", "H", "H", "H", "P", "C", "H", "C", "H", "H", "H", "C", "H", "H", "H", "H", "C", "H", "H", "N", "C", "C", "H", "H", "N"], "coordinates": [[-3.29263, -0.42909, -0.23472], [-0.54596, 0.00888, 0.92035], [-2.72097, -0.21017, -1.05021], [1.56438, -1.29847, 0.37312], [1.84645, 1.84963, -1.20018], [-2.51560, -1.12834, -1.42766], [-2.48566, 2.61938, -0.15677], [3.43129, 0.72758, 0.42598], [-1.42600, 0.58454, -0.77232], [1.40037, -3.30709, 0.83607], [-1.65606, 1.86617, 0.05379], [3.86337, 0.22724, -0.80607], [-0.72482, 2.51625, -0.03021], [-1.01686, 0.68722, -1.85464], [0.90988, -0.23587, -0.49669], [0.96045, -3.08356, -0.80112], [-3.33054, 0.30771, -1.78162], [-1.76755, 1.67486, 1.16370], [3.87291, 1.94536, 0.10398], [0.98474, -0.54210, -1.92018], [1.07661, 1.67643, 0.52718], [2.64178, -1.18511, 0.08778], [1.12873, -1.03148, -2.93809], [0.85071, -2.63983, 0.22195], [1.69566, 1.15961, -0.26051], [1.51629, -1.10428, 1.55269], [-0.11707, -2.53748, 0.53592], [-0.45999, -0.16500, -0.05384]]}

---

Of them, the most stable is i and the least stable is ii.

---

i | {"formula": "C10H15NO2", "method": "ωB97M-V with the def2-TZVPD basis set", "lumo_ev": [-0.18, -0.12], "smiles": "CC(C)[C@H]1CC(=C=N)OC(=O)[C@H]1C", "total_charge": 0, "molar_mass_g_mol": 181.2, "homo_lumo_gap_ev": [7.7, 7.7], "elements": ["H", "C", "H", "C", "H", "H", "H", "H", "C", "O", "C", "H", "H", "C", "C", "H", "O", "C", "H", "C", "N", "H", "H", "C", "H", "H", "C", "H"], "coordinates": [[0.28642, -2.20520, 0.58624], [-3.06316, 1.46462, 0.57619], [1.34587, 2.04915, 1.26751], [-0.77965, 0.88854, -0.59133], [-0.12771, 0.05737, 1.36698], [1.92778, 0.10274, -0.94225], [-4.55940, 2.61801, 1.12971], [2.58634, -1.46021, 1.07729], [0.15129, 0.04743, 0.27763], [-2.58872, -0.79307, -0.22570], [1.77337, 1.82966, 0.29744], [1.12579, -2.17212, -1.87148], [-0.34501, -1.26386, -2.23268], [-0.13304, -1.48059, -0.06662], [0.19773, -1.93391, -1.49699], [-0.79233, 1.89464, -0.36602], [-1.99927, -2.96405, 0.08849], [1.68050, 0.31760, 0.10958], [2.04473, -0.14121, 2.12246], [-1.57688, -1.81229, 0.00062], [-4.08906, 2.07725, 0.40367], [-0.44701, 0.90183, -1.61855], [2.75924, 2.20265, 0.37530], [-2.25105, 0.49599, -0.49502], [3.43889, 0.19453, 1.21120], [-0.25223, -2.91563, -1.61769], [2.48426, -0.39604, 1.17492], [1.20232, 2.39616, -0.54089]]}

---

ii | {"formula": "C10H15NO2", "method": "ωB97M-V with the def2-TZVPD basis set", "lumo_ev": 0.63, "smiles": "Cc1ccc(O)cc1.CCC(N)=O", "total_charge": 0, "molar_mass_g_mol": 181.2, "homo_lumo_gap_ev": 9.4, "elements": ["C", "H", "H", "C", "H", "C", "H", "H", "H", "H", "C", "H", "H", "C", "H", "H", "C", "N", "H", "O", "C", "H", "H", "C", "C", "O", "C", "H"], "coordinates": [[-2.56165, 0.44487, -0.75032], [-1.58146, 0.15890, -2.46473], [0.43478, -1.43272, -3.05987], [2.02258, -0.24041, 1.34721], [-0.66053, -0.03907, -1.23042], [1.11522, -2.00633, -2.37401], [3.09963, 0.63742, 2.66526], [-2.36504, 0.34088, 1.66166], [0.98370, -3.12807, -2.17033], [-1.20851, 1.78777, -1.68424], [0.83706, -0.85565, 1.10389], [-2.49381, 1.99745, 2.11433], [-2.36355, -0.53559, -0.08521], [-2.90729, 1.51138, 0.21099], [-3.58004, 0.03415, -1.18359], [2.11198, -1.94876, -3.02851], [2.68081, -0.77461, -0.92419], [-2.73141, 1.25305, 1.52690], [0.14577, -0.92603, 1.86137], [-3.31906, 2.67660, -0.06813], [2.97588, -0.24816, 0.32937], [-0.34086, -2.08359, -0.06864], [3.88145, 0.17957, 0.52008], [0.46535, -1.38420, -0.10112], [1.37663, -1.27033, -1.12238], [2.25928, 0.11187, 2.65843], [-1.31505, 0.61588, -1.62744], [3.39726, -0.87603, -1.80998]]}

---

Of them, the most stable is ii and the least stable is i.

---

i | {"formula": "C7H17N", "method": "ωB97M-V with the def2-TZVPD basis set", "lumo_ev": 1.14, "smiles": "CCNCCC(C)C", "total_charge": 0, "molar_mass_g_mol": 115.2, "homo_lumo_gap_ev": 9.5, "elements": ["H", "C", "H", "H", "C", "H", "C", "H", "N", "H", "H", "C", "H", "H", "H", "H", "C", "C", "H", "C", "H", "H", "H", "H", "H"], "coordinates": [[-0.81534, -1.28891, 1.96517], [-1.07381, -0.50647, -2.60211], [0.61722, -2.42222, -2.45885], [-1.98774, -0.76317, -0.24950], [-0.97065, -1.14834, -0.17546], [0.02381, 2.60551, 3.31876], [-0.16451, -0.69756, -1.39423], [1.52059, 3.22674, 2.61281], [-0.35608, 0.66805, 1.39517], [1.82401, -1.18652, -2.14128], [1.24582, -2.24768, -0.82747], [0.96511, -1.69511, -1.71982], [-1.73744, 0.36133, -2.49330], [0.00622, 3.29951, 1.69659], [-1.04273, -2.23615, -0.16884], [1.35583, 0.69341, 2.54501], [0.86181, 1.31606, 1.79343], [-0.33148, -0.76474, 1.14509], [0.27874, 0.27157, -1.18610], [0.59146, 2.69051, 2.39471], [1.61723, 1.42527, 0.99754], [-0.91071, 1.19185, 0.73367], [-0.48304, -0.35934, -3.51332], [-1.74925, -1.35349, -2.77314], [0.71494, -1.08010, 1.10547]]}

---

ii | {"formula": "C7H17N", "method": "ωB97M-V with the def2-TZVPD basis set", "lumo_ev": 1.20, "smiles": "CCC[C@H](C)NCC", "total_charge": 0, "molar_mass_g_mol": 115.2, "homo_lumo_gap_ev": 9.5, "elements": ["H", "C", "C", "H", "H", "C", "C", "H", "C", "H", "H", "C", "H", "H", "H", "H", "H", "H", "C", "H", "H", "H", "H", "H", "N"], "coordinates": [[2.01832, -3.87954, -0.39694], [0.50486, 0.46817, -0.27090], [-1.86935, 1.12524, -0.53369], [-0.96649, 0.45868, 1.22058], [-1.73400, 2.62976, 1.03183], [0.91585, -2.04638, -0.52245], [1.25512, -0.77471, 0.23814], [1.71294, 2.28016, -0.65136], [-2.44824, 2.32898, 0.27278], [2.33427, -0.56222, 0.21282], [0.53549, 2.48927, 0.62970], [1.20697, 1.76386, 0.16890], [1.32204, -2.13264, -1.52360], [1.97142, 1.63232, 0.94246], [-1.51410, 1.39378, -1.52243], [1.90905, -3.06242, 1.16408], [-3.36426, 2.03552, 0.78594], [-0.16628, -2.05718, -0.54218], [1.35363, -3.32657, 0.27186], [-2.70624, 3.12555, -0.42538], [-2.72143, 0.46449, -0.76522], [0.52507, -4.00526, 0.44493], [1.04421, -0.82605, 1.30784], [0.54612, 0.44526, -1.36119], [-0.87503, 0.36091, 0.22031]]}

---

Of them, the most stable is i and the least stable is ii.

---

i | {"formula": "C3H5NO", "method": "ωB97M-V with the def2-TZVPD basis set", "lumo_ev": 1.01, "smiles": "C1=NOCC1", "total_charge": 0, "molar_mass_g_mol": 71.1, "homo_lumo_gap_ev": 10.4, "elements": ["H", "O", "H", "C", "H", "N", "C", "H", "C", "H"], "coordinates": [[0.19149, -0.93030, -2.15589], [1.37303, 0.69526, 0.39438], [-1.13728, -1.14624, 0.09921], [0.09090, 0.43612, 1.00251], [-0.30000, 1.37853, 1.47072], [1.48180, -0.01067, -0.81245], [0.32115, -0.43956, -1.16664], [0.31508, -0.24359, 1.85790], [-0.75393, -0.18041, -0.15104], [-1.58225, 0.44087, -0.53870]]}

---

ii | {"formula": "C3H5NO", "method": "ωB97M-V with the def2-TZVPD basis set", "lumo_ev": 0.23, "smiles": "O=C[C@@H]1CN1", "total_charge": 0, "molar_mass_g_mol": 71.1, "homo_lumo_gap_ev": 10.5, "elements": ["O", "H", "H", "N", "H", "C", "C", "H", "H", "C"], "coordinates": [[-2.50175, -0.07315, -0.14310], [1.98476, -1.05310, -0.39208], [0.90515, -0.60839, 1.20403], [0.81014, 0.85407, -0.34117], [0.42180, 1.37150, 0.39508], [1.10286, -0.50020, 0.14098], [-0.14831, -0.15337, -0.49944], [-0.96263, 0.46537, 1.11329], [-0.31505, -0.52279, -1.54016], [-1.29697, 0.22007, 0.06255]]}

---

iii | {"formula": "C3H5NO", "method": "ωB97M-V with the def2-TZVPD basis set", "lumo_ev": [-0.21, -0.49], "total_charge": 0, "molar_mass_g_mol": 71.1, "homo_lumo_gap_ev": [10.9, 7.5], "elements": ["C", "H", "H", "C", "H", "O", "C", "H", "H", "N"], "coordinates": [[1.09076, 0.05520, -0.57553], [-1.41005, 2.11056, -0.62127], [0.69351, 0.33052, -1.63861], [-1.18956, -0.88236, -0.06563], [1.73194, -0.89707, -0.59342], [0.21468, -0.01654, 1.71572], [-0.02387, -0.22623, 0.40334], [-0.69324, 0.03272, 2.17644], [1.59218, 0.93333, -0.16735], [-2.00634, -1.44012, -0.63368]]}

---

iv | {"formula": "C3H5NO", "method": "ωB97M-V with the def2-TZVPD basis set", "lumo_ev": [-0.24, -1.42], "total_charge": 0, "molar_mass_g_mol": 71.1, "homo_lumo_gap_ev": [9.3, 8.3], "elements": ["C", "H", "H", "H", "N", "C", "H", "O", "C", "H"], "coordinates": [[1.13624, 0.17978, 0.08118], [-1.32052, -1.34831, 0.01368], [1.05284, -0.89792, 0.62999], [1.65580, 0.34829, -0.82490], [-0.06310, 0.78169, -0.16642], [-2.73671, 0.45689, -0.10870], [1.59604, 0.76758, 0.93770], [-3.81413, -0.02603, 0.16602], [-1.59164, -0.36404, -0.01338], [-2.44145, 1.38982, -0.45695]]}

---

Of them, the most stable is i and the least stable is iv.

---

i | {"formula": "C3H6N3O", "method": "ωB97M-V with the def2-TZVPD basis set", "lumo_ev": -5.28, "smiles": "[NH+]#CN(N)/C=C\\O", "total_charge": 1, "molar_mass_g_mol": 100.1, "homo_lumo_gap_ev": 8.7, "elements": ["H", "N", "C", "H", "O", "H", "N", "C", "H", "N", "C", "H", "H"], "coordinates": [[-0.50054, 0.57366, -1.60122], [2.08143, -1.72464, -0.32476], [-0.60353, 0.01317, -0.64785], [-1.41913, -0.62028, 1.49376], [-2.01505, -1.08195, 0.85564], [1.37913, 1.37502, 1.70331], [0.90994, 1.37788, 0.79170], [-1.72768, -0.66996, -0.39851], [1.39831, 1.85428, 0.07683], [0.61963, 0.07158, 0.08543], [1.37224, -0.94451, 0.20776], [2.65984, -2.54522, -0.30772], [-2.46608, -0.52416, -1.15336]]}

---

ii | {"formula": "C3H6N3O", "method": "ωB97M-V with the def2-TZVPD basis set", "lumo_ev": [-4.69, -4.69], "smiles": "C/[NH+]=C\\[NH+]=C=N[O-]", "total_charge": 1, "molar_mass_g_mol": 100.1, "homo_lumo_gap_ev": [8.9, 8.9], "elements": ["C", "N", "H", "H", "H", "C", "N", "O", "N", "H", "H", "C", "H"], "coordinates": [[0.30168, 1.24407, -0.04069], [-0.55136, 0.25792, 0.09239], [1.87270, 2.25790, -0.45770], [-0.15016, 2.32067, 0.07259], [-1.49387, 0.53779, -0.12950], [-0.43407, -1.22841, 0.02449], [1.64046, 1.29658, -0.08098], [4.50257, -0.92417, 0.10366], [3.48833, -0.34196, 0.07274], [0.07481, -1.60618, 0.87622], [-1.41593, -1.73338, -0.06351], [2.74845, 0.54753, -0.05107], [0.17309, -1.41881, -0.87948]]}

---

Of them, the most stable is i and the least stable is ii.

---

i | {"formula": "C4H4", "method": "ωB97M-V with the def2-TZVPD basis set", "lumo_ev": 1.09, "smiles": "C#C.C#C", "total_charge": 0, "molar_mass_g_mol": 52.1, "homo_lumo_gap_ev": 11.7, "elements": ["C", "C", "C", "H", "C", "H", "H", "H"], "coordinates": [[3.20805, -0.55023, 0.26044], [2.64158, 0.29706, -0.42554], [-2.76721, 0.25651, -0.56542], [1.95495, 1.05842, -0.64760], [-2.86689, -0.03991, 0.61547], [-3.05371, 0.31214, -1.61451], [3.71907, -1.33362, 0.72183], [-2.83584, -0.00037, 1.65533]]}

---

ii | {"formula": "C4H4", "method": "ωB97M-V with the def2-TZVPD basis set", "lumo_ev": [-0.25, -0.25], "smiles": "C=C=C=C", "total_charge": 0, "molar_mass_g_mol": 52.1, "homo_lumo_gap_ev": [8.5, 8.5], "elements": ["H", "H", "C", "C", "C", "C", "H", "H"], "coordinates": [[1.53796, 0.56901, 1.16533], [-2.94062, 1.10714, 0.58548], [0.13426, -0.02779, 0.09374], [-2.36377, 0.14260, 0.02456], [-1.10676, -0.05144, 0.09430], [1.57705, 0.00831, 0.13727], [2.22773, -0.73341, -0.31802], [-3.32871, -0.43992, -0.32292]]}

---

iii | {"formula": "C4H4", "method": "ωB97M-V with the def2-TZVPD basis set", "lumo_ev": 0.98, "smiles": "C#CC=C", "total_charge": 0, "molar_mass_g_mol": 52.1, "homo_lumo_gap_ev": 10.3, "elements": ["C", "H", "H", "C", "H", "C", "H", "C"], "coordinates": [[-0.38646, -0.28580, -0.68808], [-0.46587, -0.62106, -1.69094], [-1.07336, -0.19471, 1.31032], [-1.13051, -0.65286, 0.37468], [-2.00434, -1.29860, 0.25374], [0.73769, 0.53854, -0.29566], [2.62305, 1.44399, 0.56608], [1.69981, 1.07051, 0.16987]]}

---

Of them, the most stable is iii and the least stable is ii.